Entry 1:
69
Properties=species:S:1:pos:R:3:mulliken_charge:R:1 method="wB97M-V/def2-TZVPD" s_squared=8.7971 largest_force_ev_per_a=0.53 gap_ev="6.089 / 7.001" multiplicity=6 total_charge=-1 homo_ev="-4.3 / -5.6" e_tot_ha=-4135.72371
I 5.321 4.124 -2.639 0.070
I 4.923 0.279 -0.807 0.022
I 4.630 5.717 1.564 0.053
Fe -0.226 0.384 0.155 0.781
O -0.995 1.540 -1.312 -0.282
O -2.859 -4.235 -4.507 -0.730
O -0.067 -0.804 2.243 -0.542
O 1.798 0.392 0.004 -0.108
O -0.880 -5.284 -4.231 -0.730
O -1.653 3.635 -1.667 -0.749
N 0.330 2.331 1.066 -0.255
N 1.174 -2.278 1.046 0.752
N -2.518 -0.033 0.230 0.134
N -0.713 -1.629 -0.856 1.038
C -1.737 -4.417 -4.014 0.426
C -0.454 3.296 1.477 -0.151
C 0.617 3.093 -2.059 0.667
C 2.368 -2.018 1.717 -0.416
C 1.491 2.124 -2.531 -0.192
C 2.417 4.695 -2.018 -0.400
C 3.280 3.704 -2.462 -0.493
C 1.664 2.551 0.954 0.638
C -2.802 -0.483 -0.996 1.057
C -4.413 1.409 0.133 -0.800
C 3.503 -3.513 0.218 -0.788
C 2.253 3.784 1.301 0.877
C -1.163 -2.852 1.690 -1.252
C -0.219 -3.586 -2.136 -1.195
C 3.648 3.930 1.101 -0.240
C 3.770 1.697 0.189 -0.600
C 2.415 1.458 0.369 -0.128
C 2.370 -3.567 -0.570 -0.884
C -1.366 -3.418 -2.885 -0.841
C -0.803 2.752 -1.683 -0.355
C -1.872 -1.515 -1.525 0.319
C 1.208 -2.909 -0.208 0.423
C -4.704 0.945 -1.143 -0.477
C -3.310 0.886 0.778 -0.422
C 4.375 2.909 0.554 -0.414
C 1.384 4.792 1.768 -0.772
C 0.077 -2.689 -1.109 0.806
C 0.041 4.558 1.846 -1.024
C 1.079 4.386 -1.841 -0.792
C -2.223 -2.373 -2.548 -1.009
C 3.495 -2.660 1.354 -0.533
C -3.903 -0.025 -1.711 -0.992
C 2.825 2.428 -2.753 -0.630
C -0.019 -1.884 1.653 0.651
H 2.395 -4.065 -1.529 0.384
H -5.012 2.174 0.606 0.408
H 0.378 5.129 -1.487 0.507
H 2.285 -1.338 2.549 0.483
H -3.032 1.215 1.772 0.663
H -5.545 1.345 -1.694 0.408
H -0.644 5.330 2.167 0.424
H -1.516 3.090 1.490 0.308
H 5.432 3.038 0.370 0.608
H -4.098 -0.393 -2.707 0.425
H 1.792 5.757 2.037 0.198
H 4.399 -2.476 1.916 0.430
H 0.392 -4.452 -2.349 0.632
H 1.132 1.116 -2.699 0.466
H 2.788 5.688 -1.799 0.434
H 3.507 1.666 -3.103 0.764
H -0.952 -3.774 1.157 0.224
H -2.054 -2.375 1.285 0.197
H 4.407 -4.018 -0.083 0.391
H -1.343 -3.067 2.745 0.498
H -3.162 -2.309 -3.076 0.628

Entry 2:
63
Properties=species:S:1:pos:R:3:mulliken_charge:R:1 method="wB97M-V/def2-TZVPD" largest_force_ev_per_a=3.58 gap_ev=5.791 total_charge=-1 homo_ev=-5.6 e_tot_ha=-4671.80503
I 5.424 2.608 -4.098 -0.455
In 3.912 2.001 -1.800 0.518
Br 4.956 3.413 0.173 -0.548
O -4.418 3.336 -0.238 -0.639
O 8.374 -3.639 -0.259 -0.669
O 3.596 -5.653 1.014 -0.681
O -9.227 2.372 1.863 -0.684
C 4.928 -3.729 0.788 0.192
C 4.692 -5.192 0.751 0.554
C 6.186 -3.205 0.481 0.325
C -6.426 2.130 -0.389 0.236
C -6.001 3.905 1.401 0.152
C -8.080 0.205 -1.524 -0.439
C 1.762 2.605 -1.936 0.199
C 4.112 -1.508 1.224 -0.605
C -7.267 3.666 1.938 0.224
C -8.142 2.611 1.367 0.521
C -6.898 5.399 3.567 -0.449
C 0.789 1.800 -1.186 -0.404
C 6.405 -1.832 0.565 -0.566
C -0.020 4.157 -2.797 -0.431
C 8.102 -6.418 -0.315 -0.549
C 5.371 -0.987 0.942 -0.489
C -7.714 4.420 3.019 -0.575
C -5.628 5.623 3.043 -0.496
C 7.062 -5.565 0.043 0.156
C -6.019 1.450 -1.533 -0.512
C -8.493 0.886 -0.389 -0.602
C 5.631 -7.471 0.410 -0.537
C 1.387 3.779 -2.730 -0.404
C -5.180 4.878 1.962 -0.543
C 7.293 -4.097 0.061 0.545
C -1.019 3.376 -2.056 -0.243
C -0.629 2.207 -1.269 -0.390
C -5.524 3.139 0.222 0.539
C -7.673 1.858 0.176 0.262
C 5.820 -6.091 0.395 0.190
C 3.890 -2.875 1.148 -0.560
C 7.908 -7.792 -0.303 -0.441
C -6.847 0.494 -2.102 -0.550
C 6.673 -8.318 0.067 -0.449
H -9.457 0.662 0.054 0.458
H 1.075 0.927 -0.561 0.277
H -0.316 5.058 -3.393 0.278
H 4.090 0.252 -1.521 -0.286
H 2.159 4.387 -3.264 0.278
H 9.066 -6.012 -0.599 0.462
H -4.192 5.059 1.555 0.507
H -4.989 6.384 3.477 0.408
H -6.531 -0.030 -2.997 0.408
H -8.701 4.247 3.432 0.453
H -1.377 1.600 -0.703 0.314
H 7.382 -1.421 0.342 0.475
H -2.093 3.678 -2.076 0.321
H 4.671 -7.885 0.695 0.454
H -7.251 5.988 4.406 0.391
H 2.909 -3.275 1.374 0.454
H 5.545 0.082 1.014 0.478
H 3.303 -0.845 1.509 0.465
H -5.057 1.668 -1.982 0.543
H 8.720 -8.454 -0.579 0.389
H -8.722 -0.548 -1.966 0.384
H 6.525 -9.392 0.085 0.386

Entry 3:
79
Properties=species:S:1:pos:R:3:mulliken_charge:R:1 method="wB97M-V/def2-TZVPD" largest_force_ev_per_a=0.50 gap_ev=7.162 total_charge=-2 homo_ev=-3.6 e_tot_ha=-4129.36227
Te -0.992 -1.026 -3.377 1.521
Sb -0.799 -1.750 3.744 1.471
Sr 0.363 -0.381 -0.322 1.620
S 0.903 -0.539 2.922 -0.494
S -2.384 1.099 -1.202 1.237
F 0.107 -2.117 -4.482 -0.393
F 4.703 -1.348 1.205 -0.363
F -2.182 -2.482 -3.993 -0.493
F 1.724 1.967 -0.451 -0.245
F -2.525 -0.193 -4.119 -0.391
F -0.256 0.270 -4.553 -0.397
F 3.748 3.759 -0.423 -0.330
F 6.676 0.463 1.222 -0.342
F 6.230 3.011 0.405 -0.351
F 0.939 -0.642 -2.658 -0.687
O -1.046 -1.912 -1.805 -0.623
O -1.191 0.715 -2.157 -0.534
O -1.810 0.771 0.143 -0.601
O -3.535 0.269 -1.502 -0.706
O -2.589 2.521 -1.334 -0.745
N 0.816 -3.042 0.578 1.505
N -1.908 -2.547 0.795 1.268
C 5.220 2.117 0.396 1.030
C -0.552 -1.720 5.867 0.397
C 5.437 0.817 0.812 -0.584
C -1.466 -3.670 0.212 0.220
C 3.113 0.220 0.365 -1.064
C -3.090 -2.085 0.402 -0.228
C -0.058 -4.048 0.496 -0.063
C 0.416 -0.696 7.824 -0.543
C -0.935 -6.634 3.834 -0.617
C -2.218 -4.405 -0.686 -0.574
C -3.894 -2.724 -0.535 -0.759
C -2.061 -5.946 3.405 -0.577
C -0.883 -3.864 3.651 0.608
C 1.650 -5.664 0.930 -0.816
C -3.852 -1.542 4.055 -0.334
C -4.060 0.822 2.597 -0.330
C 0.323 -5.377 0.659 -1.013
C 2.967 1.527 -0.029 1.864
C -2.037 -4.560 3.307 -0.323
C -2.716 -0.930 3.532 0.872
C -5.196 0.211 3.104 -0.580
C 0.221 -5.941 4.166 -0.655
C 3.960 2.489 -0.029 -0.515
C -1.226 -2.622 6.688 -0.220
C -2.810 0.259 2.824 -0.883
C 2.087 -3.325 0.855 -0.280
C -1.083 -2.559 8.068 -0.687
C 0.270 -0.757 6.444 -0.636
C -3.458 -3.915 -1.073 -1.068
C 4.382 -0.077 0.786 -0.028
C -5.095 -0.965 3.841 -0.737
C 2.553 -4.617 1.038 -0.854
C -0.262 -1.594 8.635 -0.381
C 0.244 -4.556 4.082 -0.727
H -4.802 -2.243 -0.866 0.407
H -1.852 -3.393 6.251 0.217
H -2.909 -4.030 2.943 0.251
H 2.757 -2.476 0.920 0.149
H 1.145 -4.013 4.346 0.418
H 1.968 -6.690 1.070 0.399
H -0.147 -1.546 9.711 0.352
H -1.935 0.723 2.394 0.331
H -6.172 0.637 2.906 0.374
H -3.398 -1.136 0.817 0.032
H -3.778 -2.467 4.617 0.324
H -5.986 -1.440 4.233 0.388
H -0.420 -6.160 0.600 0.469
H -0.954 -7.716 3.900 0.346
H -4.130 1.707 1.978 0.453
H 0.803 -0.069 5.796 0.367
H -2.959 -6.486 3.132 0.390
H -4.035 -4.424 -1.834 0.372
H -1.793 -5.282 -1.155 0.453
H 1.062 0.053 8.266 0.381
H -1.608 -3.266 8.698 0.373
H 3.601 -4.781 1.250 0.493
H 1.106 -6.477 4.484 0.420

Entry 4:
71
Properties=species:S:1:pos:R:3:mulliken_charge:R:1 method="wB97M-V/def2-TZVPD" s_squared=6.0140 largest_force_ev_per_a=2.14 gap_ev="4.749 / 4.547" multiplicity=5 total_charge=-2 homo_ev="-0.6 / -0.6" e_tot_ha=-3832.33900
Te 3.572 3.562 1.309 -0.531
Sb 0.029 -1.523 0.633 1.770
Ru 0.376 1.136 -0.609 0.028
Cl 4.809 -0.385 2.067 -0.224
Cl 0.429 5.833 1.145 -0.241
S -0.397 2.563 -2.486 -0.440
F 4.321 -5.659 2.810 -0.367
F -4.299 -2.901 4.978 -0.372
F -1.908 -5.392 -3.937 -0.369
O -1.946 -0.199 -0.508 -0.564
O 2.384 -0.384 -0.998 -0.749
O 2.284 0.631 0.973 -0.497
O -1.301 1.378 0.961 -0.575
C 4.288 -0.565 0.382 -0.594
C -1.516 -4.522 -2.964 0.399
C -0.699 -2.817 -0.948 0.576
C 3.358 -4.830 2.323 0.407
C 2.607 4.863 -2.054 -0.267
C 0.128 -3.078 -2.036 -0.514
C 1.419 -3.501 2.675 -0.313
C 1.375 7.107 -1.016 -0.520
C 2.076 7.198 -2.208 -0.351
C -1.915 -3.379 2.299 -0.096
C 1.921 4.741 -0.842 0.543
C -1.976 -3.367 -0.935 -0.598
C 3.385 -4.483 0.989 -0.566
C -2.881 -3.660 3.256 -0.821
C 2.865 -0.051 0.120 0.756
C -0.266 -3.947 -3.046 -0.739
C -3.353 -2.625 4.040 0.463
C -3.957 2.171 -0.603 -0.499
C -1.947 -1.066 2.926 -0.721
C -4.766 3.060 -1.293 -0.641
C 2.691 6.067 -2.726 -0.655
C -2.617 2.029 -0.932 0.348
C -2.391 -4.234 -1.937 -0.754
C -1.454 -2.080 2.111 -0.250
C -4.217 3.822 -2.315 -0.444
C 2.384 -4.361 3.180 -0.754
C 1.399 -3.128 1.333 0.116
C -2.896 -1.332 3.906 -0.745
C 2.406 -3.624 0.509 -0.427
C -2.881 3.687 -2.649 -0.661
C -1.816 1.013 -0.143 -0.085
C 1.931 3.466 -0.102 -1.504
C 1.310 5.897 -0.347 0.383
C -2.062 2.773 -1.977 0.942
H 2.142 2.639 -0.800 0.071
H 4.984 -0.006 -0.239 0.392
H -3.264 -4.662 3.398 0.409
H 2.393 -4.659 4.220 0.424
H -3.376 -4.683 -1.928 0.430
H 3.065 3.974 -2.471 0.367
H 2.122 8.143 -2.735 0.342
H -1.600 -0.051 2.772 0.461
H 0.869 7.966 -0.595 0.383
H -2.668 -3.100 -0.149 0.560
H 0.378 -4.177 -3.884 0.437
H -5.815 3.154 -1.038 0.358
H 3.235 6.124 -3.662 0.336
H 1.082 -2.569 -2.117 0.429
H -4.360 1.562 0.198 0.463
H -1.514 -4.184 1.695 0.647
H 2.436 -3.325 -0.532 0.283
H -2.451 4.280 -3.447 0.384
H 0.660 -3.112 3.344 0.392
H -3.276 -0.554 4.555 0.445
H -4.839 4.528 -2.855 0.344
H 4.336 -1.624 0.138 0.246
H 4.166 -4.871 0.348 0.416
H 1.007 3.301 0.462 0.699

Entry 5:
71
Properties=species:S:1:pos:R:3:mulliken_charge:R:1 method="wB97M-V/def2-TZVPD" s_squared=6.0385 largest_force_ev_per_a=1.33 gap_ev="6.115 / 5.615" multiplicity=5 total_charge=+2 homo_ev="-13.0 / -13.4" e_tot_ha=-3760.92748
Os 0.002 0.620 0.377 2.675
Cl -3.656 -2.754 0.054 -0.132
Cl -2.785 -5.739 0.317 -0.116
Cl 0.195 -6.493 0.755 -0.148
Cl 2.313 -4.241 1.179 -0.120
O 4.207 1.603 -0.190 -0.465
O 1.069 -1.527 1.012 -0.656
O -2.426 3.924 0.037 -0.460
O -1.343 -0.890 0.443 -0.306
N -1.652 1.836 0.106 -0.055
N 2.300 0.451 -0.089 -0.023
N 0.819 2.536 0.215 -0.107
N 0.131 0.803 2.730 -0.013
C 2.629 4.089 0.207 -0.787
C 4.589 0.243 -0.556 -0.404
C 2.522 -3.603 -3.228 -0.565
C -3.058 -0.314 -3.381 -0.877
C -4.846 0.432 -1.401 -0.398
C 1.831 -1.611 -2.073 0.004
C -0.943 0.551 3.481 -0.132
C 3.710 -3.607 -2.510 -0.683
C -1.626 -4.509 0.457 0.628
C 2.128 2.801 0.157 0.347
C 0.680 -3.866 0.871 0.213
C -0.914 0.649 4.860 -0.900
C 3.318 -0.597 -0.273 -0.240
C 1.735 5.150 0.296 -0.561
C -0.264 -4.852 0.689 0.156
C 2.906 1.578 -0.033 0.122
C -1.417 3.110 0.153 0.506
C -3.506 0.791 -1.292 0.117
C 3.013 -1.617 -1.344 -0.076
C 0.270 1.022 5.478 -0.200
C 1.274 1.155 3.323 0.014
C -2.618 0.428 -2.295 0.138
C -3.106 1.641 -0.104 -0.285
C -1.084 -2.163 0.505 -0.544
C -4.393 -0.671 -3.486 -0.526
C -3.588 3.103 -0.285 -0.465
C 1.585 -2.605 -3.010 -0.829
C -2.023 -3.171 0.353 0.103
C 3.953 -2.618 -1.572 -0.433
C -5.289 -0.291 -2.497 -0.744
C 0.299 -2.494 0.815 -0.100
C 1.385 1.280 4.694 -1.007
C 0.373 4.887 0.301 -0.666
C -0.041 3.566 0.252 0.478
H 2.329 1.569 5.136 0.458
H 2.332 -4.379 -3.958 0.446
H 2.129 1.327 2.680 0.361
H -5.548 0.727 -0.629 0.451
H -2.359 -0.605 -4.155 0.444
H 3.698 4.246 0.163 0.578
H -1.581 0.744 -2.251 0.360
H -0.363 5.678 0.326 0.593
H 3.399 -1.127 0.681 0.469
H -4.409 3.388 0.365 0.347
H 4.851 0.250 -1.613 0.354
H -1.844 0.252 2.958 0.438
H 0.662 -2.598 -3.576 0.459
H -3.849 3.311 -1.322 0.368
H 4.878 -2.624 -1.005 0.426
H -4.738 -1.238 -4.340 0.448
H -1.802 0.432 5.437 0.462
H -3.515 1.200 0.809 0.450
H 1.095 -0.834 -1.898 0.451
H 5.449 -0.052 0.036 0.356
H 4.439 -4.391 -2.662 0.426
H 2.097 6.168 0.340 0.509
H 0.326 1.102 6.555 0.428
H -6.333 -0.564 -2.573 0.436

Entry 6:
73
Properties=species:S:1:pos:R:3:mulliken_charge:R:1 method="wB97M-V/def2-TZVPD" largest_force_ev_per_a=0.41 gap_ev=6.617 total_charge=+3 homo_ev=-15.9 e_tot_ha=-7094.63353
In -0.747 1.199 0.221 2.788
Se -1.281 3.934 0.980 0.018
Se -3.415 3.603 1.803 0.136
F 3.935 -0.084 5.689 -0.256
F 2.615 -1.793 5.872 -0.228
F 2.093 0.082 6.819 -0.217
N -1.291 2.665 -1.443 0.189
N -4.022 -2.061 -2.018 -0.497
N 1.428 1.938 -0.435 0.190
N 0.485 0.697 2.204 0.174
N 4.139 2.411 -0.699 -0.498
N -2.295 -0.134 -1.063 0.345
N -2.640 0.832 1.550 0.063
N 0.307 -0.408 -0.956 -0.034
N 3.802 -5.988 -3.443 -0.509
C 0.596 -0.442 4.321 -1.354
C 3.566 -3.614 -3.253 -0.581
C 2.423 -3.773 -2.475 0.293
C 1.911 -0.045 4.496 0.332
C -1.770 4.848 -3.067 -0.337
C -3.362 1.730 2.230 0.132
C 1.643 -0.367 -1.083 0.657
C 2.262 0.951 -0.779 0.007
C -1.839 -1.332 -1.436 -0.282
C 3.297 3.395 -0.409 -0.571
C -1.754 5.003 -1.682 -0.856
C -0.361 -1.488 -1.399 0.876
C 1.984 -5.062 -2.193 -0.541
C 4.210 -4.751 -3.718 -0.477
C -2.725 -2.308 -1.883 -0.428
C 3.627 1.202 -0.890 -0.356
C 1.756 1.091 2.413 -0.084
C -3.593 0.123 -1.209 -0.398
C -1.507 3.881 -0.920 0.338
C 2.495 0.745 3.527 -1.179
C 2.664 -0.467 5.747 0.731
C -0.069 -0.050 3.181 -0.003
C 2.714 -6.131 -2.692 -0.449
C 1.690 -2.604 -1.962 0.408
C -4.278 1.368 3.211 -0.777
C -1.302 2.523 -2.772 -0.122
C -1.535 3.597 -3.615 -1.027
C -4.453 -0.841 -1.717 -0.581
C 0.294 -2.593 -1.898 -1.236
C 1.938 3.158 -0.262 -0.319
C 2.359 -1.441 -1.567 -0.942
C -2.864 -0.477 1.820 -0.429
C -3.769 -0.918 2.755 -0.773
C -4.485 0.028 3.478 -0.596
H -0.259 -3.436 -2.287 0.813
H -1.959 5.701 -3.706 0.473
H -3.949 1.102 -0.910 0.505
H -5.504 -0.630 -1.872 0.445
H 3.933 -2.634 -3.534 0.488
H 3.512 1.098 3.632 0.606
H -2.395 -3.307 -2.138 0.480
H -2.294 -1.190 1.238 0.531
H 5.091 -4.665 -4.342 0.389
H -3.907 -1.977 2.919 0.537
H -5.196 -0.274 4.237 0.476
H -1.134 1.524 -3.154 0.526
H 3.711 4.388 -0.279 0.439
H 0.091 -1.045 5.064 0.540
H 2.207 1.735 1.680 0.549
H 4.332 0.418 -1.133 0.517
H -1.094 -0.348 3.053 0.510
H 2.410 -7.149 -2.478 0.384
H 3.435 -1.399 -1.653 0.672
H -4.831 2.130 3.746 0.512
H 1.118 -5.244 -1.569 0.495
H -1.532 3.449 -4.686 0.492
H -1.928 5.966 -1.222 0.562
H 1.266 3.959 0.014 0.318

Entry 7:
68
Properties=species:S:1:pos:R:3:mulliken_charge:R:1 method="wB97M-V/def2-TZVPD" largest_force_ev_per_a=3.67 gap_ev=4.422 total_charge=+4 homo_ev=-19.4 e_tot_ha=-2511.39009
Pt 0.027 0.141 2.461 0.575
I 1.496 -0.184 0.200 0.660
P -0.093 -0.164 -1.734 -0.189
O -1.279 2.869 0.363 -0.378
O -0.638 -0.758 6.425 -0.483
O -2.175 1.137 5.785 -0.489
N -0.359 2.075 -0.311 0.044
N -1.653 1.502 2.298 -0.011
N -0.738 0.131 4.323 -0.076
N 1.423 -1.123 3.546 -0.212
C 2.888 -2.760 5.253 -0.373
C 4.999 -1.585 -2.291 -0.987
C 2.877 -0.847 -1.525 0.706
C 0.300 2.688 -1.448 -0.497
C 4.149 -1.247 -1.228 -0.654
C -3.343 3.109 1.373 -0.564
C -1.796 -1.744 -0.203 0.000
C -1.615 -2.321 -2.560 -0.494
C 1.491 -0.467 -5.476 -1.111
C 2.590 -1.632 3.164 0.915
C 3.264 -1.031 -3.902 0.352
C -1.973 1.918 -2.321 -0.661
C -2.206 1.775 3.470 0.675
C 1.688 -2.205 5.673 -0.632
C -1.724 1.002 4.690 0.123
C -1.279 -1.498 -1.480 1.420
C -0.221 -0.669 5.314 0.168
C -2.223 2.137 1.117 0.772
C -0.722 1.577 -1.660 1.766
C -0.078 4.013 -1.939 -1.181
C -3.221 2.703 3.711 -0.212
C -2.478 -3.383 -2.353 -0.792
C 1.032 -0.388 -3.116 0.596
C 1.005 -1.380 4.792 0.664
C 0.600 -0.237 -4.428 -0.351
C 4.575 -1.459 -3.599 -0.835
C -1.327 4.263 -2.413 -0.568
C -2.268 3.215 -2.615 -0.717
C -2.990 -3.634 -1.090 -0.656
C -2.654 -2.813 -0.016 -0.968
C 3.357 -2.445 3.988 -0.889
C 2.369 -0.752 -2.820 0.588
C -3.787 3.389 2.621 -0.863
C 2.792 -0.867 -5.220 -0.720
H 4.513 -1.301 -0.214 0.469
H -1.203 -2.140 -3.542 0.455
H 4.303 -2.827 3.633 0.420
H -3.738 3.600 0.496 0.585
H 5.251 -1.692 -4.409 0.493
H 2.955 -1.376 2.173 -0.315
H -0.420 0.059 -4.642 0.618
H -4.573 4.117 2.788 0.521
H 3.471 -1.053 -6.041 0.491
H -2.659 1.117 -2.567 0.552
H -3.216 3.455 -3.078 0.558
H -1.595 5.263 -2.726 0.551
H -2.612 1.316 0.469 0.246
H 1.369 2.475 -1.461 0.387
H -3.051 -3.021 0.966 0.505
H 1.158 -0.341 -6.497 0.481
H -3.539 2.874 4.732 0.584
H 1.268 -2.381 6.654 0.516
H -1.509 -1.123 0.654 -0.013
H 5.998 -1.929 -2.072 0.452
H 3.441 -3.414 5.915 0.509
H -2.737 -4.024 -3.183 0.471
H -3.640 -4.484 -0.934 0.457
H 0.682 4.779 -1.935 0.547